# 1
ORCA calculation (ωB97M-V with the def2-TZVPD basis set) on 2 unconnected molecules or ions with the total composition C6H14N2O in a non-equilibrium geometry.

```
23
Properties=species:S:1:pos:R:3:forces:R:3:nbo_charge:R:1
C -2.341573 -1.316164 -0.133399 0.2026 -0.0082 -0.5419 -0.72
C -1.156668 0.584159 1.260285 -1.4457 -0.4408 -1.8701 -0.72
C -1.700827 0.049787 -0.204502 -0.1652 0.8075 2.8866 0.65
O -1.999514 0.862478 -1.054686 0.0617 0.3107 -0.2850 -0.67
H -3.364005 -1.185180 0.219380 -0.0206 0.0222 0.1346 0.23
H -2.396876 -1.749612 -1.132180 -0.0136 -0.0321 0.0064 0.22
H -0.673881 -0.141081 1.907430 0.4591 -0.1270 -0.3482 0.21
H -0.612678 1.505430 1.095576 0.3173 -0.0435 0.1601 0.23
H -2.068665 0.842271 1.796959 -0.2778 0.1456 -0.0721 0.22
H -1.798549 -1.976756 0.531128 0.0208 -0.1486 0.1470 0.21
C 2.043446 -1.121767 0.657024 -0.4473 -0.1134 -0.2809 -0.63
C 1.309032 -0.064867 -0.110702 1.2984 0.1388 -1.3891 0.10
N 0.246455 -0.517489 -0.954549 0.6601 0.0782 0.3913 -0.79
N 1.104191 2.210503 -0.931848 0.3940 -0.3470 0.2873 -0.87
C 1.775229 1.191911 -0.238258 -0.9019 -0.3440 0.3326 -0.06
H 0.170342 0.084638 -1.776131 -0.1201 -0.3173 0.1460 0.40
H 0.354958 -1.490200 -1.219316 0.0700 0.0938 -0.0342 0.38
H 1.685971 2.814728 -1.493972 -0.5726 -0.0051 0.0183 0.39
H 0.110389 2.113543 -1.103195 0.2832 0.1714 -0.2950 0.41
H 2.637976 1.504890 0.332294 0.1478 -0.0370 0.0169 0.19
H 2.341826 -1.960839 0.001596 -0.1050 0.3183 0.1802 0.20
H 2.931800 -0.712955 1.117399 0.1774 0.0937 0.1456 0.23
H 1.401619 -1.527429 1.433668 -0.0224 -0.2160 0.2635 0.21
```
Positions in Å, forces in eV/Å.

Kohn-Sham gap ... 8.440 eV
Total energy ... -11475.6889 eV
Energy above the lowest of the compared OMol25 structures with the same formula, charge and spin ... 2.081 eV
E_HOMO ... -7.57 eV
Maximum force ... 0.0584 hartree/bohr
Lowest unoccupied orbital energy ... 0.87 eV
Structure (SMILES) ... C/C(N)=C/N.CC(C)=O



# 2
ORCA calculation (ωB97M-V with the def2-TZVPD basis set) on 2 unconnected molecules or ions with the total composition C6H14N2O2 in a non-equilibrium geometry.

```
24
Properties=species:S:1:pos:R:3:forces:R:3:nbo_charge:R:1
C -0.234444 -3.601805 -0.437903 0.9489 -2.9787 0.3092 -0.72
C 1.428962 -0.720078 -2.128358 -0.3481 0.3249 0.0593 -0.44
C -0.019367 -2.151843 -0.463244 2.7834 0.6521 -3.0890 0.69
O -0.114396 -1.285627 0.375170 -0.2666 -0.4707 -0.0476 -0.61
N 0.693093 -1.997758 -1.695033 0.4237 1.9833 -2.1691 -0.67
H -0.881227 -3.964785 -1.262042 -0.0650 0.3449 0.7509 0.24
H 0.404649 -2.575156 -2.558442 0.5825 1.1010 2.4219 0.40
H 2.073738 -0.282300 -1.302305 -0.6920 -1.0368 -0.8646 0.22
H 0.787507 -4.174890 -0.672440 -2.1370 1.4658 0.8234 0.25
H -0.560774 -3.894326 0.549543 -0.4580 -0.4368 0.0327 0.24
H 2.082352 -0.869981 -3.077911 -1.2211 -0.1663 1.8102 0.21
H 0.703396 0.104255 -2.354540 0.4714 -0.7264 0.0301 0.20
C -2.190554 1.540177 1.984387 1.8857 0.9562 2.6919 -0.41
C 1.114011 2.648755 0.492408 -1.0988 -0.0559 -2.5314 -0.70
C -0.243995 2.721823 1.181958 -0.2326 -0.0238 -1.1847 0.67
O -0.838734 3.799800 1.212329 0.1749 -1.0933 0.4996 -0.64
N -0.781507 1.522926 1.608633 0.9340 -0.0491 -0.9231 -0.64
H -0.267583 0.610433 1.476864 -0.9669 1.7066 -0.0003 0.43
H -2.653742 0.627937 1.730640 -0.4503 -1.2038 0.2277 0.20
H 1.196593 3.361361 -0.408696 -0.2011 -0.4546 1.9889 0.24
H -2.162499 1.830645 3.106330 -0.9299 -0.8334 -1.6504 0.19
H -2.678222 2.319681 1.460881 -0.4266 0.8923 -0.4942 0.22
H 1.873647 2.729112 1.202034 1.4675 0.6063 0.9782 0.23
H 1.269096 1.701645 -0.020263 -0.1780 -0.5041 0.3307 0.21
```
Positions in Å, forces in eV/Å.

Kohn-Sham gap ... 9.577 eV
Total energy ... -13523.5225 eV
Energy above the lowest of the compared OMol25 structures with the same formula, charge and spin ... 2.102 eV
E_HOMO ... -9.08 eV
Maximum force ... 0.0818 hartree/bohr
Lowest unoccupied orbital energy ... 0.50 eV
Structure (SMILES) ... CNC(C)=O.CNC(C)=O



# 3
ORCA calculation (ωB97M-V with the def2-TZVPD basis set) on 2 unconnected molecules or ions with the total composition C6H14N2O2 in a non-equilibrium geometry.

```
24
Properties=species:S:1:pos:R:3:forces:R:3:nbo_charge:R:1
C -2.737070 1.387073 -0.234302 0.2287 2.7643 -2.9340 -0.72
C -1.512846 -2.048975 -1.037471 0.7269 -0.4350 0.8822 -0.43
C -2.417378 -0.061599 -0.060624 -1.8404 0.4269 1.4607 0.66
O -2.794505 -0.588928 1.037916 1.9369 0.3817 -4.1593 -0.60
N -1.859603 -0.617378 -1.241625 0.8869 -1.0840 2.3646 -0.64
H -1.779314 1.971758 -0.337703 -0.6572 -0.5543 -0.1263 0.22
H -1.166965 -0.067988 -1.808632 -1.3368 -0.4373 1.0980 0.41
H -0.421589 -2.258520 -0.501304 -2.9013 0.6141 -1.3141 0.18
H -3.407252 1.779051 -1.161301 1.6867 -1.6463 1.7046 0.23
H -3.223293 1.872012 0.565143 -0.5412 -0.1636 1.3984 0.24
H -2.367723 -2.439151 -0.364147 1.7062 0.2637 -1.1668 0.24
H -1.527850 -2.504797 -2.046882 0.1072 -0.1347 0.7926 0.21
C 2.479833 -1.541090 0.054989 -0.2184 1.1896 -1.5308 -0.44
C 1.608715 2.061512 1.198750 -1.3809 -1.1989 -1.2031 -0.73
C 2.425934 0.866267 0.566388 -0.2325 0.0612 -2.5021 0.66
O 3.189106 1.035364 -0.412644 -0.9267 0.6270 2.2087 -0.65
N 2.081146 -0.418245 0.873251 0.9331 1.0542 1.6450 -0.61
H 1.337080 -0.564453 1.509870 -0.5382 -0.0291 0.6246 0.39
H 3.349018 -1.180139 -0.547523 -1.0783 -0.2173 0.0577 0.25
H 2.883019 -2.444380 0.542111 -1.0147 0.3585 0.2523 0.22
H 0.643210 1.818675 1.833370 1.9621 0.3590 -1.6166 0.23
H 1.508473 -1.562690 -0.534419 1.7290 -1.5871 -0.1952 0.20
H 2.218756 2.696343 1.741847 1.6016 0.6369 1.9304 0.24
H 1.491100 2.810279 0.364939 -0.8387 -1.2496 0.3284 0.25
```
Positions in Å, forces in eV/Å.

Kohn-Sham gap ... 10.190 eV
Total energy ... -13522.6269 eV
Energy above the lowest of the compared OMol25 structures with the same formula, charge and spin ... 2.997 eV
E_HOMO ... -9.61 eV
Maximum force ... 0.0895 hartree/bohr
Lowest unoccupied orbital energy ... 0.58 eV
Structure (SMILES) ... CNC(C)=O.CNC(C)=O